Below is one molecule with the formula C6H4O, with properties calculated with ωB97M-V/def2-TZVPD.

Geometry as XYZ:
```
11
Properties=species:S:1:pos:R:3:forces:R:3:nbo_charge:R:1
C -0.225056 -3.629187 -0.266290 0.1 0.4 0.0 -0.16
C 0.111863 -2.480201 -0.123685 -0.1 -0.4 -0.1 -0.08
C 0.435293 -1.142280 -0.000871 0.1 0.4 0.0 -0.07
C 0.649021 0.043245 0.064482 -0.1 -0.5 -0.1 0.08
C 0.646744 1.499295 0.087178 0.0 -0.1 0.0 -0.59
C -0.781029 2.034840 0.166455 -0.3 -0.1 0.0 0.45
O -1.768709 1.351585 0.158347 0.4 0.3 0.0 -0.49
H -0.550325 -4.635433 -0.412865 0.1 0.2 0.1 0.24
H 1.105489 1.905122 -0.826394 -0.1 0.0 0.1 0.26
H 1.223385 1.913246 0.926155 -0.1 -0.1 -0.1 0.26
H -0.846677 3.139767 0.227486 0.0 -0.1 0.0 0.11
```
Positions in Å, forces in eV/Å.

Computed properties:
Relative energy (zero: lowest compared OMol25 entry of this formula, charge and spin): 53.12 kcal per mole
DFT total energy: -8330.137 eV
Frontier orbital gap: 10.28 eV
Multiplicity: 1